Record 1
71
Properties=species:S:1:pos:R:3:forces:R:3:mulliken_charge:R:1 method="wB97M-V/def2-TZVPD" homo_lumo_gap_ev=5.742 total_charge=+1 e_homo_ha=-0.3377
Rh -0.1141 0.6673 -0.0560 -0.396 -0.077 0.137 0.308
O -0.0362 0.8268 1.9093 -0.100 0.250 -0.101 -0.631
C 0.7308 0.0930 2.6707 0.186 -0.254 -0.248 0.758
C 0.5907 0.2533 4.0633 -0.068 0.063 0.156 -0.576
C 1.3662 -0.4486 4.9503 -0.006 -0.002 -0.078 -0.410
C 2.3270 -1.3639 4.4947 0.023 -0.018 0.092 -0.696
C 2.4804 -1.5434 3.1466 0.093 -0.094 -0.023 -0.785
C 1.7049 -0.8400 2.2047 -0.273 0.286 0.021 0.556
C 1.9553 -1.1213 0.8219 0.249 -0.272 -0.008 -0.203
N 1.3435 -0.6097 -0.1845 0.076 0.205 0.162 0.411
N 1.6468 -1.0574 -1.4531 0.047 -0.086 -0.259 -0.920
C 0.9172 -0.4390 -2.3414 -0.182 0.199 0.453 0.752
O 0.0312 0.4721 -2.0468 -0.010 0.068 -0.059 -0.865
C 1.0776 -0.7787 -3.7673 -0.064 0.010 -0.281 0.439
C 2.0309 -1.7022 -4.1820 0.071 -0.061 0.016 -0.231
C 2.1643 -2.0029 -5.5272 0.054 -0.048 -0.036 -0.627
C 1.3499 -1.3871 -6.4682 -0.059 0.050 0.025 -0.384
C 0.3976 -0.4627 -6.0582 0.034 -0.026 0.024 -0.658
C 0.2617 -0.1582 -4.7120 0.044 -0.021 0.019 -0.410
H -0.1508 0.9686 4.3962 0.030 -0.024 0.028 0.465
H 1.2346 -0.2903 6.0135 0.003 0.000 -0.008 0.377
H 2.9387 -1.9122 5.1978 -0.003 0.003 -0.019 0.408
H 3.2203 -2.2421 2.7703 -0.008 0.010 0.041 0.337
H 2.7248 -1.8508 0.5754 -0.017 0.013 0.045 0.402
H 2.6659 -2.1707 -3.4416 -0.016 0.008 -0.029 0.436
H 2.9141 -2.7153 -5.8474 -0.009 0.004 0.013 0.390
H 1.4627 -1.6210 -7.5192 0.001 0.003 0.010 0.390
H -0.2329 0.0295 -6.7878 0.009 -0.010 0.005 0.402
H -0.4642 0.5688 -4.3763 -0.010 0.004 -0.008 0.435
F -2.6071 -5.5465 -0.5417 -0.073 0.014 -0.051 -0.357
C -3.2789 -4.3730 -0.5306 0.296 -0.066 0.099 -0.067
C -2.5863 -3.2092 -0.3697 0.095 -0.054 0.019 -0.311
C -3.2859 -2.0017 -0.2902 -0.319 -0.064 -0.029 0.898
C -2.5640 -0.7511 -0.1081 -0.099 0.160 0.037 1.892
O -1.3064 -0.8625 -0.0171 0.204 -0.072 -0.097 -0.818
C -3.3243 0.4307 -0.0209 0.096 0.154 0.017 -0.448
C -4.6870 0.3322 -0.1053 0.000 -0.283 -0.025 -0.821
N -5.3664 -0.8095 -0.3129 -0.143 0.173 0.021 0.286
C -6.8167 -0.7743 -0.3740 0.045 -0.032 0.009 -0.251
C -7.4770 0.3326 -1.1298 0.008 0.031 0.000 -0.994
C -7.4950 -1.0605 -1.6827 0.022 -0.014 -0.028 -0.444
C -4.6859 -2.0126 -0.3901 0.148 0.172 0.026 -0.019
C -5.3647 -3.2234 -0.5723 -0.101 -0.061 -0.079 -0.860
C -4.6702 -4.4094 -0.6506 -0.081 0.032 0.042 -1.358
N -5.3922 -5.6305 -0.8187 -0.143 -0.066 -0.015 0.401
C -5.7606 -6.3129 0.4121 0.100 -0.017 -0.086 -0.493
C -6.8970 -7.2804 0.1329 0.060 0.130 0.080 -0.810
N -6.4750 -8.2320 -0.9558 -0.067 -0.006 -0.018 -0.141
C -6.0381 -7.5051 -2.2009 0.126 0.132 -0.049 -0.902
C -4.9106 -6.5607 -1.8274 -0.042 0.033 0.042 -0.508
C -2.8156 1.8704 0.1785 -0.002 0.030 0.027 0.826
O -3.6645 2.6963 0.4685 0.002 -0.001 -0.082 -0.705
O -1.5776 2.0975 -0.0165 0.259 -0.291 0.005 -0.501
H -1.5078 -3.2092 -0.2821 -0.020 -0.029 -0.006 0.679
H -5.2588 1.2433 0.0079 -0.020 -0.003 -0.005 0.851
H -7.2902 -1.1176 0.5374 -0.001 -0.012 0.007 0.406
H -6.8433 1.0532 -1.6280 -0.016 -0.007 0.005 0.352
H -8.3836 0.7410 -0.7085 0.008 -0.001 -0.003 0.258
H -6.8519 -1.2549 -2.5312 -0.017 -0.004 0.008 0.243
H -8.4193 -1.6215 -1.6630 0.013 0.006 0.004 0.324
H -6.4400 -3.2432 -0.6766 0.022 0.002 0.006 0.545
H -6.0971 -5.5838 1.1466 -0.036 -0.006 0.014 0.479
H -4.9110 -6.8573 0.8557 0.024 0.006 0.005 0.313
H -7.7740 -6.7506 -0.2327 -0.019 -0.028 -0.042 0.361
H -7.1569 -7.8654 1.0123 -0.004 -0.045 -0.015 0.404
H -7.2371 -8.8745 -1.1739 0.009 -0.021 0.016 0.351
H -5.6939 -8.7987 -0.6163 -0.003 -0.023 0.002 0.402
H -6.9029 -6.9608 -2.5743 -0.036 -0.025 0.023 0.352
H -5.7188 -8.2462 -2.9305 -0.024 -0.044 0.018 0.431
H -4.6016 -6.0117 -2.7153 -0.019 -0.002 -0.022 0.471
H -4.0462 -7.1507 -1.4926 0.047 0.018 0.032 0.409

=====

Record 2
89
Properties=species:S:1:pos:R:3:forces:R:3:mulliken_charge:R:1 method="wB97M-V/def2-TZVPD" homo_lumo_gap_ev=5.239 total_charge=-2 e_homo_ha=-0.0465
Sr -1.3485 0.8333 -0.7094 0.218 -0.196 -0.098 1.741
C 0.8139 2.8452 -2.6586 0.009 -0.012 -0.026 -0.220
N 1.1139 1.4463 -2.3602 -0.018 -0.016 -0.009 0.907
C 2.4688 1.3246 -1.8144 -0.011 0.023 0.005 -0.824
C 2.7516 -0.0222 -1.2016 0.005 -0.003 0.000 0.102
C 3.4854 -0.9841 -1.8779 0.000 0.017 0.004 -0.531
C 3.6301 -2.2422 -1.3075 0.001 -0.022 0.004 -0.813
C 3.0597 -2.4851 -0.0728 0.006 0.010 -0.017 -0.125
C 2.3831 -1.4416 0.5499 -0.011 0.005 0.013 -0.461
N 2.2245 -0.2378 0.0052 0.002 -0.008 -0.001 0.073
C 0.9233 0.6292 -3.5588 0.006 -0.018 0.027 -1.168
C 0.7105 -0.8383 -3.2730 0.010 0.003 -0.011 0.260
C 1.1018 -1.7913 -4.2056 0.002 -0.006 -0.005 -1.056
C 0.9195 -3.1316 -3.9114 0.000 -0.002 0.008 -0.562
C 0.3702 -3.4796 -2.6891 0.002 0.003 -0.012 -0.639
C -0.0168 -2.4631 -1.8279 0.010 0.011 0.031 -0.347
N 0.1282 -1.1696 -2.1223 -0.042 0.006 -0.029 1.386
C 0.7406 3.6712 -1.4000 -0.025 -0.004 -0.026 -0.255
C 1.5695 4.7595 -1.1711 -0.010 0.013 -0.005 -0.779
C 1.4523 5.4551 0.0241 -0.007 0.001 0.003 -0.421
C 0.5029 5.0527 0.9454 0.010 0.007 -0.007 -0.858
C -0.2963 3.9642 0.6269 -0.011 -0.007 -0.009 -0.773
N -0.1751 3.2850 -0.5087 0.048 -0.027 0.052 0.401
H -0.1637 2.8633 -3.1469 -0.003 0.011 0.000 0.183
H 1.5567 3.2855 -3.3462 0.004 -0.005 0.002 0.346
H 2.5839 2.0742 -1.0301 0.001 -0.008 0.009 0.569
H 3.2115 1.5378 -2.6042 -0.001 0.010 -0.002 0.164
H 3.8959 -0.7600 -2.8555 -0.001 -0.002 -0.001 0.363
H 4.1634 -3.0258 -1.8333 0.000 0.003 -0.002 0.390
H 3.1019 -3.4535 0.4096 0.001 0.001 0.004 0.239
H 1.9207 -1.6123 1.5144 0.000 -0.002 -0.003 0.466
H 1.7801 0.7406 -4.2459 -0.001 0.002 -0.001 0.399
H 0.0178 0.9801 -4.0584 -0.004 0.001 0.003 0.204
H 1.5581 -1.4776 -5.1369 0.000 0.003 0.002 0.443
H 1.2240 -3.8943 -4.6190 -0.001 0.000 0.001 0.382
H 0.2488 -4.5110 -2.3874 0.001 0.001 0.003 0.469
H -0.4414 -2.6727 -0.8523 -0.003 0.000 -0.001 -0.030
H 2.3052 5.0399 -1.9142 0.000 -0.002 -0.002 0.427
H 2.1036 6.2950 0.2342 0.000 0.001 -0.001 0.387
H 0.3855 5.5443 1.9009 -0.002 0.000 0.001 0.432
H -1.0542 3.6138 1.3150 -0.004 0.001 0.002 0.861
Cl -5.0268 2.7174 -6.7612 0.001 0.000 -0.003 -0.266
C -4.5778 2.5099 -5.0922 -0.005 0.001 0.002 0.125
C -5.3924 2.9714 -4.0823 0.002 0.003 -0.003 0.232
Cl -6.8938 3.7681 -4.4611 0.005 0.000 0.000 -0.255
C -5.0046 2.7988 -2.7407 0.002 0.012 0.000 0.222
Cl -6.0114 3.4061 -1.4549 -0.002 -0.001 -0.005 -0.258
C -3.8155 2.1614 -2.3714 0.005 0.050 0.010 0.182
O -3.4245 2.0103 -1.1535 -0.059 -0.079 0.008 -0.932
C -2.9658 1.6539 -3.4424 -0.056 0.083 0.021 -0.845
O -1.8657 1.0582 -3.1177 0.001 0.026 0.025 -0.020
C -3.3728 1.8638 -4.7593 0.004 0.000 0.008 0.069
Cl -2.3029 1.2931 -6.0175 0.003 0.000 -0.001 -0.269
O -1.2147 -1.2909 0.6464 -0.029 0.004 -0.018 -0.684
S -0.5988 -0.8811 1.9633 -0.049 0.132 0.062 1.262
C -1.7445 -1.5473 3.1814 -0.019 0.003 -0.016 0.021
C -1.3695 -1.5021 4.5146 0.014 -0.002 -0.001 -0.385
C -2.2502 -1.9466 5.4890 -0.010 -0.002 -0.006 -0.654
C -3.4985 -2.4360 5.1243 0.003 -0.003 0.010 -0.414
C -3.8619 -2.4790 3.7842 -0.001 0.007 -0.013 -0.684
C -2.9831 -2.0341 2.8068 0.001 -0.014 0.011 -0.352
C 0.5815 -3.8675 2.0437 0.051 -0.020 0.019 -0.393
C 0.4950 -4.8071 0.9939 -0.010 0.015 -0.005 -0.058
C 1.4480 -5.7895 0.7222 0.002 0.001 -0.001 -0.774
C 2.5819 -5.9012 1.5216 -0.003 0.002 -0.003 -0.307
C 2.7229 -5.0157 2.5860 0.001 -0.001 0.004 -0.793
C 1.7485 -4.0433 2.8182 -0.001 -0.008 -0.009 0.127
H -0.3861 -1.1311 4.7823 -0.001 0.001 0.003 0.345
H -1.9607 -1.9197 6.5331 0.000 0.001 0.000 0.357
H -4.1854 -2.7898 5.8845 0.000 0.001 0.000 0.365
H -4.8328 -2.8674 3.4992 -0.001 0.000 0.001 0.379
H -3.2307 -2.0695 1.7538 -0.003 0.001 0.000 0.311
H -0.3738 -4.7769 0.3302 -0.002 -0.003 0.001 0.366
H 1.3118 -6.4722 -0.1156 -0.002 0.000 0.000 0.284
H 3.3330 -6.6595 1.3227 0.000 0.000 0.001 0.344
H 3.5985 -5.0823 3.2300 0.001 -0.001 0.000 0.274
H 1.9304 -3.3693 3.6615 -0.003 0.000 0.003 0.164
N -0.9926 0.7168 2.0353 -0.032 0.006 0.011 -0.436
C -0.1948 1.5038 2.8546 0.017 0.005 -0.010 -0.559
C -0.8177 2.4997 3.6300 -0.002 0.001 0.002 -0.051
C -0.0845 3.3976 4.3908 -0.004 0.004 -0.003 -0.570
C 1.3026 3.3261 4.4321 -0.001 -0.009 -0.006 -0.476
C 1.9362 2.3336 3.6889 0.005 0.012 0.009 -0.809
C 1.2132 1.4413 2.9164 -0.011 -0.020 -0.008 0.172
H -1.9004 2.5454 3.6049 0.000 -0.001 -0.002 0.427
H -0.6057 4.1549 4.9676 -0.001 0.000 0.000 0.351
H 1.8777 4.0234 5.0297 0.000 0.001 0.000 0.374
H 3.0190 2.2642 3.6963 0.000 -0.001 0.000 0.380
H 1.7295 0.7126 2.3050 0.004 0.002 0.002 0.377

=====

Record 3
27
Properties=species:S:1:pos:R:3:forces:R:3:mulliken_charge:R:1 method="wB97M-V/def2-TZVPD" homo_lumo_gap_ev=9.855 total_charge=0 e_homo_ha=-0.3625
H 0.1757 -0.6477 0.4954 0.125 0.097 0.122 0.356
H -1.1872 -1.1398 0.0368 0.222 -0.029 -0.271 0.251
H -3.9538 -0.1642 -1.9671 0.183 -0.157 -0.185 0.279
H -3.4604 -1.6001 -2.0357 -0.006 0.200 0.067 0.353
H 0.5370 -2.5908 2.9132 0.034 0.033 -0.079 0.306
H 1.6552 -1.5664 3.0141 -0.041 -0.003 -0.069 0.311
H 3.2016 0.6524 1.2302 -0.072 0.223 -0.179 0.310
H 3.9134 1.2331 0.0193 -0.149 -0.012 0.169 0.362
H -2.2522 0.5647 1.3117 0.430 0.171 -0.138 0.291
H -2.3775 1.5489 2.4631 0.089 -0.046 0.060 0.292
H -3.1705 -1.6061 0.6969 -0.140 -0.124 0.110 0.288
H -4.4080 -0.9035 0.1631 -0.065 -0.123 0.053 0.322
H -0.0273 4.4958 -0.2979 0.033 -0.094 -0.010 0.306
H -0.9904 4.0415 -1.3823 0.084 -0.100 -0.010 0.297
H 4.2548 -2.6079 -2.7372 0.069 0.028 0.079 0.318
H 3.7696 -2.1517 -1.3709 0.055 0.026 -0.006 0.319
H 1.9962 1.9463 -0.4865 -0.157 -0.352 0.053 0.343
H 1.2391 0.9111 -1.3022 -0.232 -0.125 -0.216 0.241
O -0.5271 -0.4593 -0.1367 -0.317 -0.188 -0.027 -0.601
O -3.4882 -0.7810 -2.5430 -0.105 0.143 -0.355 -0.608
O 1.1625 -2.0931 2.3747 -0.029 0.037 0.074 -0.619
O 3.3510 1.4813 0.7617 2.912 0.734 2.774 -0.696
O -1.8806 0.7745 2.1759 -0.428 -0.010 0.144 -0.577
O -3.8385 -1.6647 0.0046 0.053 0.023 0.434 -0.646
O -0.2647 3.7285 -0.8306 -0.071 0.183 0.022 -0.592
O 4.5663 -2.4140 -1.8459 -0.147 -0.019 -0.061 -0.638
O 2.0040 1.0123 -0.7246 -2.329 -0.516 -2.557 -0.567